Record 1
DFT (ωB97M-V/def2-TZVPD) results for a molecular structure, C40H36F6N4O4S4Ti.

Properties
- Energy above the lowest of the compared OMol25 structures with the same formula, charge and spin: 0.0 kJ/mol
- HOMO-LUMO gap: 6.650 eV
- Molar mass: 926.88 u

Last column: Löwdin charge in e.
Element x y z (Å)
Ti1 0.38850 0.64501 0.03060  0.93
F1 6.30073 0.63878 1.65835  0.12
C1 5.10921 0.13363 1.99163  -0.75
F2 5.14072 -1.18912 1.78777  0.11
F3 4.90276 0.35642 3.28692  0.13
S1 3.80316 0.88688 0.87826  0.95
O1 1.52550 0.98498 -1.06254  -0.37
O2 3.93063 2.33346 1.13203  -0.46
N1 2.50626 0.24923 1.63165  -0.42
S2 1.57901 0.72811 2.78552  0.63
O3 0.31476 1.11572 2.10368  -0.38
O4 1.45332 -0.16931 3.88423  -0.23
C2 2.03337 2.34611 3.59700  -0.67
F4 1.88266 3.38198 2.77752  0.14
F5 1.18407 2.49976 4.61262  0.15
F6 3.26760 2.32576 4.06908  0.16
S3 -4.47961 -2.36119 -1.17566  1.06
C3 -5.80383 -3.00395 -2.03909  -0.41
C4 -6.45198 -2.04994 -2.76210  -0.18
C5 -5.85633 -0.77045 -2.62141  -0.12
C6 -4.76696 -0.77943 -1.79639  -0.48
C7 -3.90430 0.34640 -1.42489  -0.18
C8 -2.55702 0.11297 -1.09291  -0.08
N2 -1.72270 1.06057 -0.71664  0.09
C9 -2.17343 2.33772 -0.69505  -0.12
C10 -3.48394 2.68541 -1.03433  -0.12
C11 -3.85810 4.07394 -1.01367  -0.01
C12 -2.95681 5.03625 -0.72079  -0.01
C13 -1.59606 4.70387 -0.39949  -0.12
C14 -0.59093 5.64805 -0.13137  0.04
C15 0.69964 5.23621 0.12256  -0.17
C16 0.94881 3.84452 0.14097  -0.03
N3 0.01120 2.95123 -0.05261  0.07
C17 -1.23306 3.35897 -0.35159  -0.14
C18 1.80778 6.15516 0.38954  -0.48
C19 3.06567 5.84018 0.82760  -0.10
C20 3.89218 6.98242 0.98703  -0.17
C21 3.25252 8.13944 0.66761  -0.41
S4 1.64489 7.85645 0.16508  1.05
C22 -4.35955 1.64675 -1.37959  0.07
H1 -6.03908 -4.05312 -1.96469  0.07
H2 -7.31450 -2.25253 -3.37914  0.10
H3 -6.20022 0.11624 -3.13543  0.11
H4 -2.14454 -0.88651 -1.12377  0.08
H5 -4.87972 4.33541 -1.25894  0.12
H6 -3.24838 6.07911 -0.72866  0.12
H7 -0.84272 6.70263 -0.13720  0.11
H8 1.94606 3.46274 0.32251  0.10
H9 3.39927 4.83258 1.03716  0.10
H10 4.91603 6.93971 1.32695  0.11
H11 3.64010 9.14455 0.69738  0.07
H12 -5.39613 1.87008 -1.60357  0.13
C23 -3.31062 -1.66490 3.37712  -0.04
C24 -1.94681 -2.02508 2.85261  -0.26
C25 -1.07614 -2.81177 3.59357  -0.01
C26 0.20010 -3.10289 3.12102  -0.26
C27 1.17386 -3.88961 3.95289  -0.04
C28 0.59540 -2.60558 1.88908  -0.02
C29 -0.26260 -1.83292 1.10511  -0.29
C30 -1.53303 -1.55379 1.61105  -0.01
N4 0.15649 -1.25965 -0.13837  -0.07
C31 0.70257 -2.16456 -1.18270  -0.43
C32 0.09081 -3.56911 -1.10625  -0.08
C33 0.63273 -4.45277 -2.23590  -0.28
C34 0.26008 -3.84970 -3.59159  -0.12
C35 0.87007 -2.45269 -3.70241  -0.28
C36 2.39606 -2.54576 -3.59904  -0.11
C37 2.77128 -3.15196 -2.24651  -0.28
C38 2.15723 -4.54971 -2.12336  -0.12
C39 2.23742 -2.26400 -1.11833  -0.08
C40 0.33819 -1.57951 -2.56330  -0.09
H13 -3.62881 -2.35619 4.15718  0.08
H14 -4.05686 -1.68311 2.58077  0.07
H15 -3.30765 -0.65979 3.80513  0.08
H16 -1.38402 -3.18418 4.56460  0.11
H17 0.74174 -4.16303 4.91486  0.07
H18 2.07163 -3.29803 4.14050  0.08
H19 1.47966 -4.80586 3.44376  0.08
H20 1.60557 -2.78700 1.54918  0.11
H21 -2.22542 -0.95285 1.03678  0.09
H22 -1.00133 -3.49143 -1.18119  0.12
H23 0.31087 -4.02888 -0.14106  0.12
H24 0.19434 -5.45039 -2.14481  0.14
H25 -0.82937 -3.79450 -3.68990  0.12
H26 0.62793 -4.48795 -4.40128  0.12
H27 0.59216 -1.99959 -4.65819  0.14
H28 2.83827 -1.54979 -3.69537  0.12
H29 2.79259 -3.16169 -4.41264  0.12
H30 3.85961 -3.21990 -2.16365  0.14
H31 2.43244 -4.99683 -1.16256  0.12
H32 2.54903 -5.20226 -2.91024  0.12
H33 2.64732 -1.25486 -1.19372  0.10
H34 2.55732 -2.67593 -0.15955  0.11
H35 -0.75315 -1.51011 -2.64585  0.11
H36 0.74659 -0.56974 -2.63721  0.10

---

Record 2
DFT (ωB97M-V/def2-TZVPD) results for 2 unconnected molecules or ions with the total composition C6H17NSi in a non-equilibrium geometry.

Properties
- Energy above the lowest of the compared OMol25 structures with the same formula, charge and spin: 444.1 kJ/mol
- HOMO-LUMO gap (spin up / spin down): 8.034 / 7.139 eV
- Molar mass: 131.29 u

Last column: Löwdin charge in e.
Element x y z (Å)
C1 2.06576 0.41066 -0.57709  -0.25
C2 -3.61137 1.25880 0.03641  -0.06
C3 -1.45978 1.52459 -1.48015  -0.07
C4 1.92427 -1.06559 -0.38604  -0.42
C5 -1.33502 0.44451 0.72240  0.01
C6 -2.22184 0.66851 -0.40987  -0.51
N1 2.90317 -3.06847 1.59355  -0.18
Si1 2.30599 -1.46805 1.50378  0.61
H1 3.03203 0.98062 -0.36496  0.09
H2 1.85978 0.71154 -1.60421  0.05
H3 1.11294 0.83040 -0.03230  0.05
H4 -3.52731 2.14887 0.68532  0.08
H5 -4.06276 0.43004 0.66006  0.09
H6 -4.13083 1.35467 -0.86643  0.04
H7 -0.97123 2.42288 -0.98263  0.11
H8 -2.09596 1.55120 -2.31448  0.06
H9 -0.60806 1.01221 -1.75649  0.02
H10 2.55270 -1.65110 -1.10576  0.07
H11 0.89493 -1.54334 -0.51657  0.07
H12 -1.18285 -0.62481 0.99984  0.06
H13 -0.58500 1.28693 0.85550  0.07
H14 -2.36288 -0.24403 -0.96609  0.11
H15 3.83627 -3.22233 1.42780  -0.03
H16 2.73806 -3.67035 2.40904  0.03
H17 2.92897 -0.47835 2.46939  -0.09

---

Record 3
DFT (ωB97M-V/def2-TZVPD) results for 2 unconnected molecules or ions with the total composition C8H11ClN5 in a non-equilibrium geometry.

Properties
- Total charge: +1
- Energy above the lowest of the compared OMol25 structures with the same formula, charge and spin: 551.7 kJ/mol
- HOMO-LUMO gap (spin up / spin down): 7.511 / 7.559 eV
- Molar mass: 212.66 u

Last column: Löwdin charge in e.
Element x y z (Å)
C1 -2.79004 1.91950 0.60688  -0.04
C2 -3.68423 0.88560 0.72843  -0.10
C3 -1.56232 1.54265 -0.06489  -0.10
C4 -3.39032 -0.43687 0.40882  -0.10
C5 -1.42646 0.31562 -0.56193  -0.01
C6 -2.20824 -0.79343 -0.25109  -0.68
C7 2.06218 -0.64931 0.62484  -0.39
C8 0.76372 -0.48790 -1.49318  -0.15
N1 1.70703 -0.58181 -0.61693  0.13
N2 3.07181 0.17617 1.07785  -0.02
N3 1.33954 -1.43191 1.52729  0.18
N4 0.70349 -0.87245 -2.73437  0.16
N5 3.76531 1.10086 0.28784  0.01
Cl1 -1.87551 -2.46651 -0.54440  0.69
H1 -2.89104 3.02677 0.91539  0.15
H2 -4.48809 1.06525 1.41198  0.11
H3 -0.84728 2.37269 -0.33063  0.13
H4 -4.19562 -1.17395 0.73813  0.14
H5 3.59462 -0.16505 1.92008  0.18
H6 0.82968 -2.07573 0.98585  0.07
H7 2.00253 -1.79790 2.25521  0.14
H8 0.03638 -0.57672 -3.33479  0.07
H9 1.51789 -1.35249 -3.23825  0.18
H10 4.80429 0.95887 0.18825  0.12
H11 3.16069 1.49805 -0.50638  0.13

---

Record 4
DFT (ωB97M-V/def2-TZVPD) results for 2 unconnected molecules or ions with the total composition C4H11OP in a non-equilibrium geometry.

Properties
- Energy above the lowest of the compared OMol25 structures with the same formula, charge and spin: 220.7 kJ/mol
- HOMO-LUMO gap: 10.334 eV
- Molar mass: 106.10 u

Last column: Löwdin charge in e.
Element x y z (Å)
C1 -0.19550 -1.03397 0.45833  -0.08
C2 0.11956 -0.03675 1.29493  -0.20
C3 1.36449 0.77268 1.34602  -0.29
C4 1.14814 2.23381 0.99327  -0.12
H1 -1.19195 -1.51657 0.51032  0.05
H2 0.66061 -1.62507 0.10691  0.07
H3 -0.74777 0.40339 1.79181  0.10
H4 1.88147 0.90466 2.34227  0.11
H5 2.26110 0.27256 0.87703  0.12
H6 2.06503 2.91604 1.14532  0.11
H7 0.86986 2.29313 -0.02915  0.06
H8 0.41996 2.63139 1.59426  0.03
O1 -0.85820 -2.23049 -2.59848  -0.44
P1 -1.98708 -1.08745 -2.23604  0.74
H9 -0.39824 -2.19553 -1.74962  -0.03
H10 -3.02627 -2.00045 -2.32275  -0.12
H11 -2.38521 -0.70137 -3.52443  -0.12

---

Record 5
DFT (ωB97M-V/def2-TZVPD) results for a molecular structure, C31H37BaN5 in a non-equilibrium geometry.

Properties
- Total charge: -2
- Energy above the lowest of the compared OMol25 structures with the same formula, charge and spin: 142.5 kJ/mol
- HOMO-LUMO gap (spin up / spin down): 5.797 / 2.168 eV
- Molar mass: 617.00 u

Last column: Löwdin charge in e.
Element x y z (Å)
Ba1 0.51826 0.07065 1.08243  1.39
N1 -0.73507 2.27178 2.55493  -0.12
N2 3.48113 0.84471 0.69349  -0.09
C1 -0.87769 -0.75489 -1.89299  -0.31
C2 -0.82433 0.66270 -1.78252  -0.35
C3 -1.85668 1.06794 -0.89098  -0.34
C4 -2.15813 2.45684 -0.46596  -0.08
H1 -1.78146 3.17569 -1.20787  0.07
H2 -1.69243 2.68610 0.51113  0.03
H3 -3.24315 2.61001 -0.35058  0.07
C5 -2.52013 -0.09673 -0.42373  -0.31
C6 -3.64127 -0.13034 0.54708  -0.07
H4 -4.62932 -0.16591 0.05737  0.07
H5 -3.62796 0.75954 1.19056  0.07
H6 -3.56973 -1.01350 1.19737  0.06
C7 -1.93122 -1.22058 -1.05456  -0.30
C8 -2.34456 -2.62745 -0.83471  -0.08
H7 -2.18951 -2.91797 0.21777  0.06
H8 -1.76147 -3.31053 -1.46261  0.06
H9 -3.41006 -2.79521 -1.06165  0.07
C9 0.14030 1.56660 -2.46560  -0.08
H10 -0.24889 1.93721 -3.43066  0.07
H11 1.09599 1.06134 -2.67904  0.05
H12 0.36882 2.44933 -1.84628  0.07
C10 0.01810 -1.58253 -2.74049  -0.07
H13 0.08160 -2.61348 -2.36547  0.06
H14 1.03894 -1.17170 -2.74448  0.06
H15 -0.31363 -1.62802 -3.79277  0.07
C11 -1.31265 2.01522 3.73993  -0.21
H16 -2.39149 2.15239 3.88850  0.10
C12 -0.53551 1.61392 4.87238  -0.15
H17 -0.99965 1.46330 5.85994  0.08
C13 0.84095 1.45396 4.60992  -0.14
H18 1.43316 1.01021 5.43055  0.10
C14 1.39091 1.96968 3.41377  -0.20
H19 2.42484 1.65862 3.16434  0.07
C15 0.58289 2.89194 2.56435  -0.44
C16 0.39800 4.34236 1.88124  -0.03
H20 0.56999 3.68511 0.83032  -0.01
C17 3.23835 -0.20908 -0.01007  -0.37
C18 4.50292 1.67964 0.08572  -0.12
H21 4.60393 2.83066 0.33601  0.13
C19 5.16579 0.82025 -0.69331  -0.15
H22 6.13034 0.87443 -1.10621  0.09
N3 4.40155 -0.36661 -0.78402  -0.05
C20 4.14452 -1.22714 -1.77145  -0.20
C21 4.35167 -0.79421 -3.06793  -0.20
C22 4.33372 -1.79644 -4.03807  -0.02
H23 4.65645 -1.55616 -5.06601  0.11
C23 3.93249 -3.09560 -3.68785  -0.30
C24 4.06518 -4.18716 -4.68551  -0.09
H24 3.27783 -4.92241 -4.51327  0.07
H25 5.04039 -4.67602 -4.58251  0.07
H26 3.98768 -3.75453 -5.68293  0.07
C25 3.41150 -3.39779 -2.41190  -0.01
H27 3.02299 -4.40439 -2.17085  0.12
C26 3.44352 -2.41541 -1.41938  -0.18
C27 2.79461 -2.69537 -0.08648  -0.11
H28 3.13943 -2.04989 0.74576  0.05
H29 3.01507 -3.73111 0.21547  0.07
H30 1.68087 -2.63791 -0.10824  0.07
C28 4.53217 0.65104 -3.43642  -0.04
H31 5.35406 1.15298 -2.90913  0.05
H32 3.62717 1.27147 -3.28076  0.09
H33 4.77589 0.72119 -4.50666  0.07
N4 -0.54448 -3.46102 4.54697  0.01
C29 -1.43819 -2.58495 5.14791  -0.24
C30 -1.66435 -1.60172 4.24844  -0.17
N5 -0.86953 -1.82006 3.10509  -0.05
C31 -0.24323 -2.98410 3.30967  -0.26
H34 -0.15748 -4.31173 4.95711  -0.02
H35 -1.82215 -2.74469 6.14364  0.06
H36 -2.32834 -0.75430 4.33104  0.08
H37 0.39765 -3.53819 2.62293  0.09

---

Record 6
DFT (ωB97M-V/def2-TZVPD) results for a molecular structure, C16H29BiClLuN in a non-equilibrium geometry.

Properties
- Total charge: -1
- Energy above the lowest of the compared OMol25 structures with the same formula, charge and spin: 13.3 kJ/mol
- HOMO-LUMO gap: 5.670 eV
- Molar mass: 654.82 u

Last column: Löwdin charge in e.
Element x y z (Å)
Lu1 0.06932 -0.73340 -4.51538  1.01
Cl1 1.24037 -2.72618 -4.07434  -0.17
C1 1.49516 0.98929 -4.59241  -0.37
C2 -0.88743 -0.99234 -6.53618  -0.38
H1 1.39073 1.56337 -5.52192  -0.05
H2 1.49305 1.71468 -3.77290  -0.05
H3 2.50093 0.54073 -4.61575  -0.05
H4 -0.58925 -0.25340 -7.29315  -0.05
H5 -1.98675 -1.00806 -6.52677  -0.05
H6 -0.56390 -1.97885 -6.91028  -0.06
Bi1 -1.09902 0.66546 -1.19139  1.42
C3 -2.54773 -0.72689 -0.10792  -0.34
C4 -2.25406 0.44095 -3.05279  -0.56
H7 -3.53637 -0.45225 -0.49634  -0.03
H8 -2.31754 -1.77081 -0.35392  -0.02
H9 -2.47110 -0.54519 0.96862  -0.01
H10 -3.09309 -0.31424 -3.08948  -0.08
H11 -2.34999 1.32830 -3.73562  -0.08
C5 0.09963 0.64070 5.47719  -0.07
C6 0.18459 1.08853 4.04149  -0.30
C7 -0.18437 2.38682 3.69594  -0.08
C8 -0.07395 2.85202 2.38382  -0.31
C9 -0.38763 4.27852 2.03598  -0.07
C10 0.36417 1.97210 1.39695  -0.10
C11 0.56857 0.58591 1.67509  -0.34
C12 0.64347 0.21378 3.05297  -0.02
N1 0.53490 -0.28880 0.63255  -0.11
C13 0.92136 -1.72058 0.73494  -0.66
C14 2.35407 -1.82704 1.24281  -0.05
C15 -0.02835 -2.52389 1.61426  -0.06
C16 0.85319 -2.31728 -0.66444  -0.13
H12 0.75687 1.24585 6.12132  0.07
H13 -0.92580 0.75062 5.86397  0.08
H14 0.39309 -0.41155 5.58049  0.07
H15 -0.54285 3.06974 4.47693  0.10
H16 -1.09126 4.70276 2.76368  0.07
H17 0.51620 4.90856 2.05046  0.08
H18 -0.82906 4.36232 1.03526  0.07
H19 0.52373 2.33523 0.37479  0.04
H20 0.98413 -0.77914 3.34248  0.07
H21 2.47120 -1.40189 2.24002  0.06
H22 2.65294 -2.87984 1.27578  0.08
H23 3.02696 -1.29227 0.56435  0.09
H24 -1.06031 -2.44478 1.26356  0.06
H25 0.27452 -3.57763 1.57579  0.08
H26 -0.00254 -2.20957 2.65701  0.06
H27 -0.15421 -2.24960 -1.09635  0.04
H28 1.54333 -1.82833 -1.35945  0.04
H29 1.12010 -3.38242 -0.63173  0.08